(1)
The following is a DFT calculation (ωB97M-V with the def2-TZVPD basis set) of a 5-piece molecular cluster, CH12NO4 overall.

Properties
* largest force on an atom: 3.55 eV/A
* total charge: +1
* ΔE to the lowest compared entry with this formula, charge and spin: 4.070 eV
* Kohn-Sham gap: 0.2845 hartree
* DFT total energy: -400.62993 a.u.
* E_LUMO: -6.59 eV
* HOMO: -14.33 eV

The geometry in XYZ format:
```
18
CH12NO4 (ωB97M-V with the def2-TZVPD basis set)
O 0.194 -3.053 -0.171
O 0.226 1.745 2.764
O 2.488 1.315 -0.321
O -1.760 0.579 0.539
N -0.234 -0.293 -1.296
C -0.898 -0.552 -2.424
H 0.137 1.825 3.775
H -0.277 -0.575 -3.315
H 0.085 -1.125 -0.725
H -1.411 1.221 1.243
H 3.311 1.639 0.187
H -1.890 -0.898 -2.317
H 0.907 -3.369 0.414
H 0.848 2.503 2.727
H -2.725 0.353 0.546
H -0.709 0.431 -0.728
H 1.904 2.130 -0.265
H -0.195 -3.874 -0.632
```

***

(2)
The following is a DFT calculation (ωB97M-V with the def2-TZVPD basis set) of a 2-piece molecular cluster, C4H10N2S overall.

Properties
* largest force on an atom: 2.99 eV/A
* ΔE to the lowest compared entry with this formula, charge and spin: 7.017 eV
* Kohn-Sham gap (spin up / spin down): 0.2907 / 0.2780 hartree
* DFT total energy: -665.84509 a.u.
* E_LUMO (spin up / spin down): -0.48 / -1.17 eV
* HOMO (spin up / spin down): -8.39 / -8.73 eV

The geometry in XYZ format:
```
17
C4H10N2S (ωB97M-V with the def2-TZVPD basis set)
S -0.086 0.532 -0.035
N 0.154 0.890 -1.528
N 0.411 1.719 0.853
C 2.486 -0.434 -0.189
C 1.092 -0.934 0.200
C -2.413 -0.639 0.481
C -3.267 0.023 -0.218
H 1.168 -1.135 1.270
H 3.262 -1.167 0.149
H 0.409 1.733 1.911
H 2.699 0.654 0.142
H -4.419 0.064 0.029
H -2.980 0.566 -1.136
H 1.101 -1.907 -0.379
H 0.424 1.844 -1.583
H -2.548 -1.335 1.358
H 2.508 -0.476 -1.325
```

***

(3)
The following is a DFT calculation (ωB97M-V with the def2-TZVPD basis set) of C20H14N7O4RhS3Se as an isolated structure.

Properties
* largest force on an atom: 1.63 eV/A
* ΔE to the lowest compared entry with this formula, charge and spin: 0.445 eV
* Kohn-Sham gap: 0.2486 hartree
* DFT total energy: -5161.38604 a.u.
* E_LUMO: -1.27 eV
* HOMO: -8.03 eV

The geometry in XYZ format:
```
50
C20H14N7O4RhS3Se (ωB97M-V with the def2-TZVPD basis set)
Rh 0.445 -0.120 0.727
Se 1.611 -7.064 3.519
S 2.772 1.044 1.328
S -0.235 -0.946 -1.432
S -2.472 -2.426 -2.845
O 1.693 0.486 2.282
O 3.804 0.043 1.117
O 1.888 1.170 0.058
O 3.245 2.324 1.761
N 0.243 -5.926 3.643
N -0.604 -1.557 1.785
N 1.684 -1.668 0.517
N 2.553 -5.988 2.452
N -2.352 0.114 -0.028
N -0.784 1.869 1.268
N -2.887 -0.740 -0.943
C -2.828 1.276 0.114
C 2.855 -1.589 -0.094
C -1.885 4.305 2.080
C -2.060 2.192 0.960
C -2.299 -2.457 3.193
C 1.835 -4.917 2.257
C -0.581 3.978 2.392
C -1.572 -3.609 3.392
C 1.401 -2.726 1.306
C 3.760 -2.658 -0.040
C 0.119 -2.677 1.982
C -0.328 -3.728 2.777
C -1.782 -1.449 2.386
C 2.261 -3.801 1.425
C 0.547 -4.883 2.922
C -2.629 3.395 1.352
C -0.941 -3.116 -3.494
C -0.076 2.756 1.972
C -1.926 -1.304 -1.596
C 3.471 -3.756 0.722
H -0.364 -3.613 -2.719
H -1.938 -4.415 4.013
H 4.685 -2.579 -0.591
H -2.315 5.248 2.390
H 0.064 4.647 2.944
H -1.263 -3.849 -4.233
H -0.332 -2.359 -3.981
H -2.320 -0.532 2.208
H 0.937 2.488 2.218
H -3.653 3.603 1.069
H -3.700 1.642 -0.429
H 4.146 -4.599 0.780
H 2.921 -0.849 -0.875
H -3.266 -2.316 3.653
```

***

(4)
The following is a DFT calculation (ωB97M-V with the def2-TZVPD basis set) of C8H19DyNS6 as an isolated structure.

Properties
* largest force on an atom: 2.32 eV/A
* 2S+1: 6
* total charge: +1
* Kohn-Sham gap (spin up / spin down): 0.2378 / 0.2879 hartree
* DFT total energy: -3644.94298 a.u.
* E_LUMO (spin up / spin down): -4.92 / -3.64 eV
* HOMO (spin up / spin down): -11.39 / -11.48 eV

The geometry in XYZ format:
```
35
C8H19DyNS6 (ωB97M-V with the def2-TZVPD basis set)
Dy 1.358 0.010 1.059
S 3.803 -0.104 0.448
S 3.731 -0.205 2.499
S 0.369 0.124 3.394
S 2.191 0.989 3.495
S -0.372 2.330 0.479
S -0.297 -2.392 0.533
N -0.025 -0.028 -1.241
C -3.301 -0.024 1.796
C 1.060 3.412 0.810
C 1.185 -3.455 0.741
C -0.316 2.413 -1.365
C 0.346 -1.272 -1.950
C -0.372 -2.459 -1.313
C 0.352 1.196 -1.993
C -3.609 -0.036 0.487
H 1.460 1.254 -1.977
H -3.779 -0.975 -0.047
H 0.023 1.102 -3.048
H -1.364 2.475 -1.699
H 0.793 4.446 0.550
H 1.274 -3.628 1.820
H 1.048 -4.405 0.213
H 0.051 -1.201 -3.016
H -3.791 0.897 -0.054
H 2.071 -2.913 0.382
H -1.046 -0.018 -1.085
H 1.932 3.075 0.224
H 0.082 -3.400 -1.644
H -3.161 0.912 2.361
H -1.440 -2.454 -1.592
H -3.202 -0.950 2.386
H 0.210 3.329 -1.650
H 1.450 -1.363 -1.887
H 1.286 3.318 1.883
```